Molecular formula: C44H42BrF9N4O5P2RuSSe2
Method: DFT, ωB97M-V/def2-TZVPD

Computed properties:
Energy above the lowest of the compared OMol25 structures with the same formula, charge and spin = 0.0 kcal/mol
2S+1 = 2
Molar mass = 1310.73 g/mol
E_tot = -11748.259659 a.u.
Total charge = +1
HOMO (alpha / beta) = -10.57 / -10.71 eV
Frontier orbital gap (alpha / beta) = 6.3736 / 7.2381 eV

CARTESIAN COORDINATES (ANGSTROEM)
Ru1 0.142 0.261 0.229
Br1 1.000 -1.921 -1.599
Se1 -2.390 1.059 1.130
Se2 0.774 1.502 2.663
S1 -4.315 4.955 -4.353
P1 -1.381 1.823 2.901
P2 -0.039 -1.977 1.571
F1 2.429 2.030 -1.361
F2 4.509 0.470 0.324
F3 2.711 -4.280 -2.183
F4 2.442 -6.516 1.950
F5 3.516 -0.284 -1.438
F6 2.689 2.211 0.796
F7 0.812 -4.577 2.883
F8 3.447 -6.350 -0.583
F9 2.831 -0.858 0.525
O1 -0.940 2.538 -6.104
O2 -1.822 -0.753 -1.124
O3 -3.900 5.944 -5.298
O4 0.079 0.677 -5.724
O5 -4.365 5.320 -2.960
N1 -1.019 3.026 -3.327
N2 -0.225 1.653 -1.791
N3 -3.235 -1.854 -2.469
N4 -0.433 1.714 -5.369
C1 -3.813 0.117 5.684
C2 2.287 1.329 -0.191
C3 0.305 -2.229 5.681
C4 -1.226 3.769 -0.950
C5 -3.915 -2.761 2.523
C6 1.478 -3.319 -0.423
C7 -6.523 3.478 -3.699
C8 3.322 0.197 -0.212
C9 -1.800 4.084 -3.925
C10 -3.136 3.555 -4.432
C11 1.327 -4.457 1.659
C12 -1.631 3.622 3.069
C13 1.860 -1.504 3.517
C14 0.551 -1.942 3.308
C15 -4.187 -3.951 1.864
C16 -1.804 6.360 3.279
C17 -0.223 -2.307 4.404
C18 2.383 -1.430 4.797
C19 -2.002 1.057 4.438
C20 2.290 -4.328 -0.925
C21 -1.141 0.865 5.511
C22 -1.630 0.299 6.676
C23 -2.957 -0.089 6.754
C24 -1.666 -2.786 1.659
C25 -0.844 2.809 -2.008
C26 -2.667 -2.177 2.412
C27 -2.599 4.300 2.345
C28 -0.462 1.945 -3.975
C29 -1.953 -3.966 0.977
C30 -3.752 0.447 -1.920
C31 1.603 -1.788 5.884
C32 2.147 -5.473 1.181
C33 -2.678 5.677 2.450
C34 -4.472 -1.943 -3.211
C35 -2.338 -2.990 -2.495
C36 2.650 -5.401 -0.116
C37 -0.765 4.300 3.919
C38 -2.855 -0.760 -1.803
C39 -0.859 5.674 4.026
C40 -5.911 4.229 -4.860
C41 -3.207 -4.543 1.086
C42 0.035 1.113 -2.998
C43 -3.341 0.698 4.522
C44 0.992 -3.347 0.884
H1 -1.197 -4.447 0.374
H2 -1.845 7.436 3.332
H3 -3.074 3.199 -5.455
H4 -3.278 3.752 1.704
H5 -5.156 -4.416 1.960
H6 -4.626 0.328 -1.278
H7 -0.975 0.157 7.521
H8 -3.410 -5.467 0.565
H9 -6.543 4.130 -2.829
H10 -2.303 3.932 -0.911
H11 -0.017 3.750 4.474
H12 -3.530 2.792 -3.766
H13 -3.328 -0.563 7.649
H14 -4.717 -2.993 -3.358
H15 -4.673 -2.290 3.130
H16 -1.250 4.540 -4.750
H17 -5.944 2.590 -3.452
H18 -0.873 3.386 0.008
H19 2.006 -1.728 6.884
H20 0.567 0.196 -3.154
H21 -5.691 3.597 -5.716
H22 -0.304 -2.522 6.523
H23 -3.998 0.868 3.678
H24 -0.181 6.206 4.673
H25 -7.539 3.165 -3.931
H26 -0.099 1.146 5.422
H27 -4.849 -0.174 5.757
H28 -4.385 -1.471 -4.194
H29 2.481 -1.226 2.680
H30 -2.000 4.841 -3.164
H31 -3.411 6.219 1.873
H32 -1.352 -2.674 -2.833
H33 -6.532 5.063 -5.179
H34 -2.466 -1.244 2.927
H35 -2.250 -3.412 -1.494
H36 -0.744 4.728 -1.126
H37 -2.721 -3.736 -3.181
H38 -4.089 0.589 -2.944
H39 -3.207 1.322 -1.577
H40 -5.290 -1.478 -2.663
H41 3.396 -1.087 4.939
H42 -1.227 -2.683 4.274

Force components x, y, z for each atom (eV/Å):
Ru -0.1 1.3 0.3
Br 0.0 -0.1 0.0
Se 1.0 -0.2 0.2
Se -0.8 -0.7 -1.5
S 0.0 -0.7 0.0
P -0.2 0.3 0.1
P 0.5 0.6 0.3
F -0.4 -0.5 0.5
F -0.1 0.4 -0.1
F 0.1 -0.1 0.0
F 0.0 0.2 -0.1
F 0.1 0.3 -0.2
F -0.3 -0.6 -0.8
F 0.2 -0.3 -0.2
F -0.2 0.1 0.1
F 0.4 0.3 0.0
O 0.0 0.3 -0.2
O 0.2 -0.2 -0.2
O 0.1 0.1 -0.5
O 0.2 -0.2 -0.2
O -0.2 -0.1 0.2
N 0.3 -0.4 -0.1
N 0.1 -0.3 1.1
N 0.0 -0.1 -0.1
N -0.1 -0.2 -0.2
C -0.1 0.0 0.0
C -0.4 -0.2 0.6
C 0.0 0.0 0.1
C 0.1 0.1 0.2
C 0.0 -0.1 0.0
C 0.1 -0.1 0.1
C -0.1 0.0 0.1
C 0.2 -1.1 0.4
C -0.3 0.7 -0.3
C -0.7 0.7 -0.1
C -0.2 0.1 0.0
C 0.1 -0.6 0.0
C -0.1 -0.1 0.0
C 0.1 0.3 -0.1
C 0.0 0.1 0.0
C 0.0 0.0 0.0
C 0.0 0.0 -0.2
C 0.0 0.0 -0.1
C 0.3 0.2 -0.5
C -0.2 0.2 0.1
C -0.1 0.1 -0.1
C 0.0 0.1 0.0
C 0.0 0.0 0.0
C -0.1 0.3 -0.3
C 0.0 0.0 0.3
C 0.1 0.1 0.0
C 0.0 -0.2 0.0
C 0.3 -0.6 1.3
C 0.2 0.1 0.2
C 0.2 0.0 0.1
C -0.1 0.0 0.0
C 0.0 0.0 0.0
C 0.0 0.1 0.0
C -0.3 0.1 -0.2
C 0.3 0.0 0.2
C -0.1 0.1 0.1
C -0.1 0.1 0.0
C -0.1 0.2 0.1
C 0.1 0.0 0.0
C 0.7 0.2 0.4
C 0.0 -0.1 -0.1
C -0.2 0.2 -0.8
C 0.0 0.1 0.0
C 0.2 0.2 -0.3
H 0.0 -0.1 0.0
H -0.1 0.1 0.0
H -0.1 -0.1 0.0
H 0.0 0.0 -0.1
H -0.1 0.0 0.0
H -0.1 0.0 0.0
H 0.1 -0.1 0.1
H 0.0 -0.1 0.0
H -0.1 -0.1 0.1
H 0.0 0.0 0.1
H 0.1 0.1 0.1
H -0.1 -0.1 0.1
H 0.0 0.0 0.1
H 0.0 0.1 0.0
H -0.1 0.1 0.1
H 0.0 -0.1 0.3
H 0.0 -0.1 0.1
H -0.1 0.0 -0.1
H 0.0 0.0 0.1
H 0.1 -0.1 0.0
H 0.0 0.0 -0.2
H 0.0 0.0 0.1
H -0.1 0.0 0.0
H 0.1 0.1 0.1
H 0.0 0.0 -0.1
H 0.1 -0.1 0.1
H -0.1 0.0 0.0
H -0.1 0.0 0.0
H 0.0 0.1 -0.1
H 0.2 -0.1 0.0
H -0.1 0.1 0.0
H 0.0 -0.1 0.0
H 0.1 0.2 0.0
H 0.0 -0.1 0.0
H 0.1 -0.1 -0.1
H 0.0 0.1 0.0
H -0.1 -0.1 0.0
H -0.1 0.0 -0.1
H 0.0 0.0 0.0
H 0.0 0.0 -0.1
H 0.1 0.0 0.0
H 0.0 0.0 0.0



Molecular formula: C44H42Cl2FI3N3OPTl
Method: DFT, ωB97M-V/def2-TZVPD

Computed properties:
Energy above the lowest of the compared OMol25 structures with the same formula, charge and spin = 6.3 kcal/mol
Molar mass = 1334.81 g/mol
E_tot = -4368.645855 a.u.
Total charge = -1
HOMO = -3.68 eV
Frontier orbital gap = 5.4736 eV

CARTESIAN COORDINATES (ANGSTROEM)
Tl1 -0.726 -0.458 1.510
I1 -2.901 -3.428 0.057
I2 -2.584 1.575 2.696
I3 -2.484 2.184 5.574
Cl1 -5.224 2.537 -0.092
Cl2 -1.859 5.393 -3.122
P1 -1.075 -1.295 -1.594
F1 6.453 5.486 0.792
O1 -2.813 1.023 0.659
N1 -0.250 1.671 0.052
N2 1.272 -0.315 3.678
N3 -1.258 -2.028 4.050
C1 5.078 3.609 1.187
C2 -1.769 -4.579 -1.326
C3 2.477 -0.464 2.882
C4 -1.748 -5.924 -1.045
C5 2.807 -1.797 -0.676
C6 -1.676 0.945 -3.375
C7 -3.436 -0.259 -2.286
C8 1.306 0.937 4.416
C9 1.502 -0.215 -2.539
C10 4.109 5.753 0.636
C11 -1.013 3.404 -1.476
C12 0.323 3.505 -2.003
C13 0.751 -1.032 -1.706
C14 1.310 3.246 1.091
C15 -2.099 4.137 -1.935
C16 -0.695 -5.014 -3.442
C17 -2.623 1.782 -3.943
C18 -0.326 -1.601 5.085
C19 -1.027 -2.678 -2.834
C20 3.541 -0.973 -1.512
C21 -3.382 3.921 -1.487
C22 3.805 3.072 1.274
C23 -2.580 2.044 -0.156
C24 -0.681 -6.388 -3.123
C25 -4.375 0.587 -2.836
C26 -2.624 -1.909 4.532
C27 -3.969 1.612 -3.673
C28 1.081 2.211 -0.069
C29 -3.597 2.860 -0.610
C30 -0.589 -2.326 -4.094
C31 2.883 -0.189 -2.441
C32 -1.007 -3.390 3.615
C33 -1.176 -4.050 -2.499
C34 2.847 5.192 0.718
C35 -2.074 -0.098 -2.550
C36 -1.232 2.375 -0.511
C37 1.430 -1.825 -0.775
C38 2.672 3.851 1.045
C39 1.330 2.891 -1.379
C40 -0.231 -4.599 -4.703
C41 1.110 -1.444 4.586
C42 -0.228 -3.276 -5.048
C43 5.207 4.948 0.874
C44 -1.166 -6.835 -1.927
H1 1.776 -1.325 5.459
H2 -2.207 -6.290 -0.138
H3 -1.138 -7.882 -1.666
H4 -2.819 -2.593 5.372
H5 1.142 2.712 2.028
H6 -5.420 0.469 -2.589
H7 5.957 3.005 1.361
H8 1.033 0.418 -3.271
H9 -0.086 -3.438 3.037
H10 -4.697 2.289 -4.099
H11 0.470 4.029 -2.939
H12 2.441 -1.404 2.333
H13 2.118 0.948 5.159
H14 0.862 -2.490 -0.131
H15 0.114 -5.358 -5.391
H16 -0.323 -2.310 5.932
H17 -3.760 -1.041 -1.613
H18 1.462 1.766 3.730
H19 -0.931 -4.092 4.461
H20 3.390 -0.453 3.498
H21 2.341 2.900 -1.760
H22 0.362 1.099 4.926
H23 -0.674 -0.643 5.470
H24 -0.283 -7.079 -3.852
H25 1.412 -2.354 4.063
H26 -0.514 -1.278 -4.347
H27 -4.205 4.532 -1.819
H28 4.619 -0.949 -1.447
H29 1.982 5.811 0.533
H30 0.544 4.018 1.000
H31 -0.634 1.144 -3.567
H32 3.446 0.455 -3.100
H33 3.312 -2.414 0.056
H34 4.244 6.798 0.396
H35 3.695 2.029 1.527
H36 -1.824 -3.715 2.972
H37 -2.822 -0.894 4.864
H38 -3.308 -2.143 3.717
H39 2.527 0.344 2.156
H40 0.097 -2.964 -6.030
H41 1.798 1.386 0.065
H42 -2.296 2.595 -4.578

Force components x, y, z for each atom (eV/Å):
Tl 0.5 -0.3 -0.5
I -0.1 -0.6 -0.1
I -0.7 0.6 1.0
I 0.1 0.0 0.1
Cl -0.1 0.0 0.1
Cl 0.0 0.2 -0.2
P 0.4 0.2 -0.5
F -0.1 0.0 0.0
O -0.1 -0.7 0.1
N -0.1 -0.5 -0.1
N 0.3 -0.1 0.1
N -0.1 -0.1 0.4
C 0.1 0.2 0.0
C -0.3 -0.2 0.7
C -0.1 0.0 0.1
C -0.1 0.5 0.2
C 0.2 -0.1 0.0
C 0.0 -0.1 -0.1
C 0.0 -0.1 0.0
C -0.1 0.0 0.0
C 0.0 0.0 0.0
C 0.3 0.0 0.0
C -0.2 0.0 0.2
C 0.3 0.0 -0.1
C -0.2 0.1 0.2
C 0.0 -0.5 -0.3
C -0.3 0.0 0.4
C -0.1 0.0 0.1
C 0.0 0.0 -0.1
C 0.3 0.1 -0.1
C 0.1 0.3 -0.3
C 0.1 0.0 0.0
C 0.0 0.3 -0.2
C -0.1 0.2 0.0
C -0.1 0.9 -0.6
C -0.1 -0.2 0.3
C -0.1 0.0 -0.2
C 0.0 0.0 -0.1
C 0.0 0.0 -0.1
C 0.0 0.3 0.5
C 0.2 -0.2 0.0
C -0.4 -0.1 0.4
C 0.0 0.1 -0.1
C 0.0 0.2 0.0
C 0.2 -0.1 -0.4
C 0.1 -0.2 0.1
C 0.1 -0.1 0.3
C 0.0 0.1 0.2
C -0.2 -0.1 -0.1
C 0.1 0.1 0.1
C 0.1 -0.1 -0.2
C 0.0 0.3 -0.2
C -0.3 0.0 0.0
C 0.1 -0.5 -0.1
C -0.1 0.0 -0.1
C 0.2 -0.1 -0.5
H 0.0 -0.1 0.0
H 0.0 0.0 0.0
H 0.0 -0.1 0.0
H -0.1 -0.1 0.1
H -0.1 0.1 0.0
H -0.1 0.0 0.0
H 0.1 0.0 0.0
H -0.1 0.1 -0.1
H 0.1 -0.1 -0.1
H 0.0 0.1 0.0
H 0.1 0.1 0.0
H 0.0 0.0 -0.1
H 0.1 0.0 0.0
H 0.0 0.1 0.0
H 0.0 -0.1 -0.1
H 0.0 0.0 0.0
H 0.0 0.0 0.1
H 0.0 0.0 0.0
H 0.0 0.0 0.1
H 0.1 0.0 0.0
H 0.1 0.0 -0.2
H -0.1 0.1 0.1
H -0.1 0.0 0.1
H 0.1 -0.1 -0.1
H 0.1 0.0 0.0
H 0.0 0.1 0.0
H 0.0 0.0 0.0
H 0.1 0.0 0.0
H -0.1 0.0 0.0
H 0.0 0.0 0.0
H 0.0 0.0 0.0
H 0.1 0.1 0.0
H 0.0 0.0 0.0
H 0.1 0.1 0.0
H 0.0 -0.1 0.0
H 0.1 0.0 0.0
H 0.0 0.1 0.0
H -0.1 0.0 0.0
H 0.1 0.1 -0.1
H 0.0 0.0 -0.1
H 0.0 0.1 0.0
H 0.0 0.1 0.0



Q: Which of these has the lowest energy above the lowest of the compared OMol25 structures with the same formula, charge and spin?
A: C44H42BrF9N4O5P2RuSSe2